{
  "formula": "C12H4Br4O2S2Se2TcTe2",
  "method": "ωB97M-V/def2-TZVPD",
  "symbols": ["Tc", "Br", "C", "C", "Br", "C", "Br", "C", "O", "C", "O", "C", "Br", "S", "C", "C", "C", "C", "C", "C", "S", "H", "H", "H", "H", "Se", "Te", "Te", "Se"],
  "xyz": [[-0.090, -0.271, 0.119], [-4.642, 5.087, -0.341], [-3.104, 4.038, 0.016], [-2.003, 4.593, 0.653], [-2.030, 6.414, 1.183], [-0.871, 3.809, 0.908], [0.661, 4.515, 1.769], [-0.825, 2.468, 0.536], [0.193, 1.684, 0.734], [-1.967, 1.894, -0.105], [-1.880, 0.626, -0.423], [-3.076, 2.688, -0.362], [-4.539, 1.866, -1.243], [2.072, -1.014, 0.722], [1.993, -1.483, 2.401], [3.153, -1.926, 3.043], [3.127, -2.323, 4.368], [1.930, -2.284, 5.077], [0.773, -1.849, 4.453], [0.786, -1.443, 3.115], [-0.690, -0.901, 2.362], [4.074, -1.946, 2.472], [4.036, -2.661, 4.852], [1.898, -2.594, 6.116], [-0.164, -1.810, 4.996], [-0.995, -2.326, -0.910], [2.805, -0.423, -2.969], [-1.180, -1.015, -3.077], [0.690, 0.414, -2.065]],
  "s_squared": 3.788,
  "e_above_lowest_kcal_mol": 9.2,
  "multiplicity": 4,
  "lumo_ev": [3.93, 3.92],
  "homo_lumo_gap_ev": [5.520, 5.549],
  "total_charge": -2
}

---

{
  "formula": "C15H34Cl12O6",
  "method": "ωB97M-V/def2-TZVPD",
  "symbols": ["Cl", "C", "Cl", "Cl", "Cl", "Cl", "C", "C", "Cl", "H", "H", "H", "H", "Cl", "C", "C", "Cl", "H", "H", "H", "H", "Cl", "C", "C", "Cl", "H", "H", "H", "H", "Cl", "C", "C", "Cl", "H", "H", "H", "H", "O", "C", "C", "O", "H", "H", "H", "H", "H", "H", "O", "C", "C", "O", "H", "H", "H", "H", "H", "H", "O", "C", "C", "O", "H", "H", "H", "H", "H", "H"],
  "xyz": [[-1.914, -0.935, 3.388], [-1.096, -0.387, 4.814], [-1.866, -1.181, 6.219], [0.679, -0.763, 4.754], [-1.299, 1.385, 5.052], [-1.647, -0.404, -1.686], [-1.169, 1.014, -0.694], [-0.334, 0.660, 0.480], [0.121, 2.117, 1.293], [-2.072, 1.575, -0.455], [-0.518, 1.629, -1.316], [0.539, 0.047, 0.257], [-0.941, 0.127, 1.212], [-3.537, 6.207, -1.667], [-3.805, 4.585, -2.367], [-2.540, 4.091, -2.913], [-1.813, 5.107, -4.221], [-4.426, 4.648, -3.260], [-4.349, 3.912, -1.703], [-2.768, 3.151, -3.416], [-1.949, 3.866, -2.026], [-0.157, -3.595, 1.215], [1.356, -3.957, 2.194], [2.437, -2.972, 1.768], [3.324, -3.381, 0.307], [1.699, -4.989, 2.129], [1.173, -3.704, 3.238], [3.135, -2.861, 2.597], [1.921, -2.026, 1.602], [1.757, -4.696, -4.341], [0.114, -4.280, -3.634], [0.211, -3.442, -2.308], [1.164, -1.938, -2.570], [-0.351, -5.261, -3.541], [-0.362, -3.736, -4.450], [0.648, -3.983, -1.469], [-0.752, -3.024, -2.012], [3.975, 5.083, 3.780], [3.037, 4.061, 3.501], [3.275, 2.805, 4.375], [1.985, 2.233, 4.591], [3.598, 5.455, 4.581], [2.141, 4.612, 3.788], [2.805, 3.702, 2.499], [3.796, 3.024, 5.306], [3.856, 2.060, 3.832], [1.579, 2.190, 3.722], [-6.164, -3.943, -3.398], [-5.076, -3.812, -2.504], [-4.855, -2.374, -2.053], [-4.505, -1.479, -3.110], [-5.885, -3.516, -4.211], [-5.385, -4.319, -1.590], [-4.169, -4.289, -2.876], [-4.075, -2.245, -1.303], [-5.693, -2.132, -1.400], [-4.200, -0.668, -2.697], [3.927, 1.914, 0.730], [3.366, 0.933, -0.165], [4.159, 0.720, -1.486], [4.153, 1.769, -2.388], [4.293, 1.394, 1.449], [3.144, -0.026, 0.304], [2.397, 1.332, -0.466], [3.925, -0.221, -1.984], [5.236, 0.727, -1.315], [4.745, 2.405, -1.982]],
  "smiles": "ClC(Cl)(Cl)Cl.ClCCCl.ClCCCl.ClCCCl.ClCCCl.OCCO.OCCO.OCCO",
  "lumo_ev": -0.27,
  "homo_lumo_gap_ev": 9.749
}

---

{
  "formula": "C2H4FNO2",
  "method": "ωB97M-V/def2-TZVPD",
  "symbols": ["C", "C", "N", "O", "O", "F", "H", "H", "H", "H"],
  "xyz": [[1.675, 0.601, 0.439], [-0.489, 0.547, -0.233], [-0.702, -0.893, -0.013], [2.025, 1.581, -0.104], [1.588, -0.448, 1.051], [-0.871, 0.986, -1.492], [-1.142, 1.153, 0.445], [-1.690, -1.077, 0.118], [-0.468, -1.455, -0.892], [0.073, -0.995, 0.680]],
  "e_above_lowest_kcal_mol": 58.7,
  "lumo_ev": 0.34,
  "homo_lumo_gap_ev": 7.842
}

---

{
  "formula": "C4H10O2",
  "method": "ωB97M-V/def2-TZVPD",
  "symbols": ["C", "C", "O", "H", "H", "H", "H", "C", "O", "C", "H", "H", "H", "H", "H", "H"],
  "xyz": [[-2.885, 1.875, -2.164], [-1.658, 1.381, -2.885], [-0.699, 2.087, -3.128], [-3.336, 2.706, -2.733], [-2.600, 2.246, -1.165], [-3.642, 1.082, -2.041], [-1.655, 0.310, -3.200], [1.553, -0.390, 2.595], [1.017, -1.545, 1.979], [2.020, -2.234, 1.259], [0.735, 0.109, 3.141], [1.961, 0.315, 1.851], [2.351, -0.645, 3.312], [2.448, -1.608, 0.458], [2.838, -2.568, 1.920], [1.553, -3.122, 0.801]],
  "smiles": "CC=O.COC",
  "e_above_lowest_kcal_mol": 41.0,
  "lumo_ev": 0.82,
  "homo_lumo_gap_ev": 10.762
}

---

{
  "formula": "C2H5NO2",
  "method": "ωB97M-V/def2-TZVPD",
  "symbols": ["O", "C", "H", "H", "C", "N", "O", "H", "H", "H"],
  "xyz": [[-0.537, 0.485, 1.643], [0.313, 1.298, 1.818], [0.178, 2.354, 1.537], [1.303, 0.991, 2.239], [0.094, -0.811, -0.829], [-0.699, -0.977, -1.870], [0.890, 0.133, -0.739], [0.008, -1.595, -0.056], [-1.430, -1.674, -1.816], [-0.848, -0.210, -2.513]],
  "s_squared": 0.758,
  "e_above_lowest_kcal_mol": 34.1,
  "multiplicity": 2,
  "lumo_ev": [-4.39, -9.81],
  "homo_lumo_gap_ev": [11.773, 4.716],
  "total_charge": 1
}

---

For reference, E_tot by record: -465927.1111, -178657.3001, -10438.9935, -8403.7684, -7729.5746 eV.